Entry 1:
Density functional theory data (wB97M-V/def2-TZVPD) for 9 unconnected molecules or ions with the total composition C51H74B2F25N3O20PS2 at a distorted geometry.

Structure (XYZ):
```
178
Properties=species:S:1:pos:R:3:forces:R:3:lowdin_charge:R:1
H -4.043603 3.219633 -6.559937 0.3 0.0 0.1 0.0564
F -14.596842 -2.266579 0.622332 0.0 0.0 0.0 0.1669
H 8.690090 5.223611 -0.810665 0.1 0.1 -0.1 0.1257
H 6.862767 -2.288654 -0.378463 0.2 0.0 0.0 0.0888
O -12.663745 -2.017892 3.404137 -0.1 0.0 0.1 0.1750
C 9.305618 4.346916 -1.010777 -0.4 -0.2 0.1 -0.2042
C -14.255101 -1.502183 1.664806 -0.2 0.0 0.0 -0.5507
H 1.100717 -4.632536 1.231487 -0.6 -0.2 0.0 0.1269
C 12.346464 6.140504 -2.100820 0.2 0.0 -0.1 -0.5524
H 7.765697 3.185837 -1.948642 0.0 0.0 0.0 0.0245
H -8.594743 6.613302 -9.522965 -0.1 -0.1 0.1 0.1267
O -12.024532 -2.084541 1.243062 -0.1 0.1 0.0 0.0361
H 4.890863 -1.189051 4.254493 0.0 0.0 0.0 0.1008
H 2.507278 4.678820 2.426045 -0.1 0.0 0.2 0.0803
F -0.359075 1.814598 -1.706186 0.0 0.0 -0.1 0.1555
F -7.342099 3.806814 -6.073444 0.0 0.1 0.0 0.1744
H 10.398663 -7.410786 2.234705 -0.2 0.1 0.1 0.1257
H -2.514406 -3.218971 -0.373656 -0.1 0.0 -0.1 0.1229
C 2.291198 -1.398827 1.268479 0.5 -0.1 0.6 -0.5652
C -3.129984 -3.484648 0.484401 0.5 -0.2 0.1 -0.1988
H -1.988804 -0.524153 5.546322 0.1 0.0 -0.1 0.0932
H 6.772064 -0.777777 5.324679 0.0 -0.1 -0.1 0.0880
H 10.377354 -8.824304 1.187233 -0.2 0.0 -0.1 0.1275
C -3.824351 -0.325091 4.403663 1.7 0.3 -1.6 -0.0591
H 9.413315 2.686269 -2.375723 0.0 0.0 0.1 0.0857
H -11.173190 -4.191553 2.788261 0.1 0.1 0.1 0.0834
C -9.575535 -4.944081 -2.800432 -0.1 0.2 -0.1 -0.4059
C -10.567799 -3.918420 1.924283 -0.3 0.0 0.1 -0.0505
C -2.396658 -0.353575 4.556849 -1.3 0.2 -1.0 -0.0646
H 7.149584 -4.046200 2.705531 0.0 0.0 0.0 0.0792
C 6.991269 0.175121 4.846017 -0.1 0.3 0.0 -0.0044
F -6.652687 -1.233765 0.138688 0.1 0.0 0.1 0.1632
H -5.432909 -0.065279 2.982886 0.0 0.0 -0.2 0.0994
C -3.050915 -4.969773 0.761332 -0.2 -0.1 0.0 -0.0477
C 3.704855 0.512852 1.410573 -0.7 0.2 -0.1 -0.4324
F 12.771528 6.681209 -0.951043 0.0 0.0 0.0 0.1682
O -4.469431 -3.104468 0.119117 0.0 0.2 -0.1 0.0359
C -0.643056 1.149602 -2.832203 0.2 0.0 0.0 -0.5275
N 2.751316 2.816570 1.457209 -0.4 -0.1 0.2 -0.1202
F -5.925850 2.505541 -7.065113 -0.3 -0.1 -0.1 0.1416
H 1.619479 3.360177 3.199749 -0.1 -0.1 0.0 0.0870
H 0.527881 0.635309 2.193708 0.0 -0.1 0.0 0.0845
H -2.020511 -5.271721 0.948919 0.0 0.0 0.0 0.0730
H 9.607549 -8.836053 4.151627 0.1 0.1 0.0 0.0789
C -10.680046 -2.439261 1.625126 0.5 -0.2 0.1 -0.1966
O 9.990973 6.467730 -2.517545 0.0 0.1 -0.1 0.1757
H 0.958874 -0.202026 -0.560092 0.2 -0.2 0.1 0.1194
C 4.537145 -0.547367 2.232824 0.0 -0.8 0.0 -0.3848
O -5.113363 -3.071725 2.280117 -0.1 0.0 0.1 0.1710
C 7.166740 -2.826028 0.521034 -0.5 -0.2 0.1 -0.0524
C -3.264245 1.603574 -5.400500 -0.4 0.1 -0.4 -0.1791
C 6.431185 -7.161785 1.878152 -0.3 -0.1 0.0 -0.5476
S 5.898794 2.516378 0.187157 -0.3 0.0 0.1 0.2758
C -2.049094 0.063685 2.143970 -1.5 -0.3 0.8 -0.1996
H 5.039934 0.015749 -0.807562 -0.3 -0.2 0.1 0.0161
C 3.853199 8.609102 4.273731 0.2 -0.1 -0.1 -0.4016
H 8.208085 -2.604250 0.764227 0.0 0.1 -0.1 0.0989
H -3.360069 0.871350 -6.198676 0.2 -0.1 0.1 0.1289
H 3.742825 0.111571 4.179393 0.0 0.0 -0.1 0.1261
H -3.076010 3.742077 -5.170318 -0.1 0.0 0.0 0.0846
F -7.038219 -3.259756 -0.510084 0.0 0.0 0.0 0.1740
H -6.854096 6.705319 -9.284492 0.1 -0.1 0.1 0.1264
C 0.191313 0.873529 1.187580 0.0 0.1 -0.3 -0.1381
F -0.759816 -0.152559 -2.516487 0.0 0.0 0.0 0.1560
C -10.402930 -3.346876 -5.303570 0.1 -0.3 0.0 -0.0576
H 5.496381 5.612674 4.810809 0.1 0.0 0.0 0.0756
C 7.870548 -7.278472 2.411599 0.3 -0.2 0.0 -0.4119
H 1.065560 4.077193 1.653407 -0.1 -0.1 0.2 0.0767
H -3.653548 -5.238642 1.628051 0.1 0.0 0.1 0.0824
H 3.516042 3.349958 1.060659 0.1 -0.1 -0.1 0.0403
F -7.643984 -2.627749 1.464504 0.1 0.1 0.1 0.1659
O -2.059832 1.224898 -4.685451 0.1 -0.1 0.1 0.0428
O 7.000281 -0.179137 1.349041 -0.6 0.0 0.2 0.1068
O -10.663762 -4.233289 -3.044893 0.0 -0.1 0.1 0.0359
H -10.921869 -4.500722 1.078583 0.0 0.0 -0.1 0.0637
C 2.430042 8.771846 3.708948 -0.2 0.1 0.0 -0.5500
C -3.157497 3.000151 -5.965175 0.2 0.2 0.1 -0.0472
F -10.178238 -5.742533 -0.667273 0.0 0.0 -0.1 0.1529
H -3.428556 -5.533241 -0.091999 0.1 0.0 0.0 0.0898
C -6.692778 -2.513244 0.540902 -0.2 -0.1 -0.2 -0.5392
H 7.044816 6.334582 5.287730 0.0 0.0 0.0 0.0834
F 13.065088 5.037374 -2.333768 0.0 0.0 0.0 0.1679
H 2.550723 1.400615 2.978217 -0.1 0.0 -0.1 0.1246
H -9.526065 -3.951862 -5.531867 0.0 0.1 0.0 0.0778
F -14.209192 -0.228140 1.249632 0.0 0.0 0.0 0.1653
H -2.271732 3.093150 -6.594653 -0.1 -0.1 -0.1 0.0902
N 2.441406 -0.152296 0.951967 -0.2 -0.2 -0.7 -0.0036
H -7.442345 6.388253 -11.709846 0.0 0.0 0.0 0.0853
C 8.769548 3.543387 -2.173727 0.2 0.0 -0.3 -0.0664
F 1.888878 7.580659 3.412186 0.0 0.0 0.0 0.1528
H 8.727660 4.143527 -3.082218 0.0 0.1 0.0 0.0813
C 10.844317 5.815320 -1.997596 -0.2 -0.1 0.1 -0.4004
H -8.273677 4.877750 -11.298953 -0.1 0.1 0.0 0.0851
O 2.402521 -2.947389 -1.004946 0.1 0.5 0.5 0.2359
H 0.094535 1.957509 1.158798 0.0 0.0 0.1 0.1084
H 7.513941 -2.439037 3.355646 0.1 0.0 0.0 0.0917
H 3.556607 1.673256 -0.979006 -0.3 -0.5 0.0 -0.0002
O -8.459657 -4.701036 -3.151067 0.1 -0.1 0.0 0.1664
P 4.543477 1.153226 -0.137442 1.3 1.0 0.1 0.5256
F -15.199867 -1.607639 2.590643 0.0 0.0 0.0 0.1779
C -5.327674 -2.941052 1.113617 0.2 -0.1 0.0 -0.4071
B 6.004830 -1.055215 1.701751 0.2 -0.4 -0.1 -0.6697
H -1.065738 -0.685625 0.362759 -0.1 0.0 0.1 0.1073
C -4.357596 -0.100200 3.101246 1.8 -0.1 0.3 -0.0704
F 5.876606 -8.352344 1.663052 0.0 0.0 0.0 0.1820
H -10.058695 -2.176031 0.772870 -0.2 0.1 -0.1 0.1123
S 3.535283 -2.116986 2.185705 -0.3 0.2 -0.2 1.2376
C -12.884750 -1.913738 2.235642 0.2 0.0 -0.1 -0.4028
C -7.464107 5.550242 -11.014644 0.1 -0.3 0.1 -0.0574
O 8.283119 -6.605016 3.309943 -0.1 0.2 0.0 0.1625
H 5.529238 6.946877 5.960063 0.1 0.1 0.0 0.0800
C -9.942991 -6.155267 -1.923344 0.0 -0.2 0.0 -0.5445
H 2.929589 -3.712468 -1.253255 -0.2 -0.2 -0.4 0.1366
H 1.661369 1.378982 -0.285951 0.4 -0.1 0.1 0.0814
F 5.661938 -6.492594 2.738271 0.0 0.0 0.0 0.1601
C 1.326947 0.477626 0.205556 -0.8 0.7 0.3 -0.1082
H -0.460023 -0.168157 3.615134 0.0 0.0 0.1 0.0832
C -7.666208 6.053266 -9.602854 -0.1 0.4 -0.3 -0.1868
H 9.538510 -10.231825 3.080084 0.1 0.0 -0.1 0.0866
C 5.904275 7.527166 3.914000 0.4 -0.1 0.1 -0.1940
C 1.930186 3.768859 2.241213 0.4 0.4 -0.5 -0.0760
C -1.529546 -0.150447 3.450674 -1.5 -0.1 -0.3 -0.0462
H -11.284158 -3.904653 -5.620835 0.0 0.1 0.0 0.0855
H 5.905814 -3.203084 3.584043 0.1 0.1 0.2 0.0829
C -7.003106 3.277033 -7.253889 -0.1 -0.2 0.1 -0.5400
H 9.325363 3.741602 -0.106254 0.2 0.0 0.0 0.1187
C 5.783017 0.763699 4.123501 -0.2 0.2 0.4 -0.3502
F 1.640668 9.381215 4.582063 0.1 0.0 0.0 0.1827
C -6.684344 4.389192 -8.268927 -0.1 0.2 -0.1 -0.4063
F 0.401498 1.273721 -3.652788 0.0 0.0 0.0 0.1751
H -2.788842 -2.891720 1.334800 -0.2 0.0 0.1 0.1167
O -5.567697 4.675993 -8.584352 0.1 -0.1 0.1 0.1694
F -11.039229 -6.771570 -2.370251 0.0 0.0 0.0 0.1751
H 7.871855 0.088843 4.207480 0.0 -0.2 0.0 0.0800
F -8.004990 2.498717 -7.663280 0.0 0.0 0.0 0.1773
O 1.084686 -4.451518 0.283673 0.6 0.6 0.4 0.2269
O 1.236939 -2.115228 0.910226 0.7 0.0 -0.2 0.1697
H -9.533014 -4.185147 2.130489 0.0 0.0 0.0 0.0755
O 8.532948 -8.172334 1.706149 -0.1 0.1 0.0 0.0418
C -1.949829 1.673964 -3.453756 -0.2 0.0 -0.2 -0.4140
H 7.611558 0.056785 2.051441 0.3 0.1 -0.2 0.1108
H 7.260127 0.880103 5.633279 0.1 0.0 0.0 0.0960
O -2.721263 2.351565 -2.843658 0.0 0.0 0.2 0.1770
F 2.461532 9.501489 2.587461 0.1 0.0 0.0 0.1717
H -10.358593 -1.830302 2.469409 -0.2 0.0 0.1 0.1270
F -8.951472 -7.038784 -1.893054 0.0 0.1 0.0 0.1769
H -6.527423 5.001422 -11.106389 0.0 0.1 0.0 0.0783
N 6.230003 -2.495330 1.615529 0.8 0.5 0.0 -0.1592
H 6.082415 1.378242 3.270297 0.0 -0.1 -0.1 0.1243
O -7.804781 4.957864 -8.670032 0.0 -0.1 0.1 0.0405
H 6.376637 8.478291 4.154930 -0.1 0.1 0.1 0.1277
C 9.920121 -8.374338 2.065006 0.5 -0.2 0.1 -0.1843
H -1.726023 0.949885 0.254375 0.0 -0.2 -0.2 0.1101
H -9.595660 -2.501550 -3.477825 0.1 -0.2 0.0 0.1238
C 3.303505 1.739224 2.264328 0.3 0.5 0.1 -0.2156
H -10.345074 -2.423540 -5.878696 0.0 0.0 0.0 0.0830
O 10.671288 4.748455 -1.228247 0.1 0.0 0.0 0.0322
H -3.935206 0.241719 1.010856 0.2 0.0 0.0 0.1071
C 6.000274 6.547201 5.062928 -0.2 0.0 0.1 -0.0583
H 11.100346 -9.488928 3.466498 0.0 0.0 0.0 0.0869
H 4.147197 2.102031 2.855723 0.1 -0.3 -0.1 0.1094
B 1.596030 -3.208678 0.049967 -0.5 -0.8 -0.4 -0.7876
C -1.189326 0.257517 0.903519 0.2 0.3 0.4 -0.1400
H 7.061461 -3.889860 0.305678 0.1 0.0 0.0 0.0816
C 10.049724 -9.286796 3.263753 -0.3 0.0 0.1 -0.0550
H -11.348823 -2.417315 -3.608057 -0.1 -0.1 0.1 0.1267
C 6.737734 -3.054400 2.889119 -0.7 -0.3 -0.1 -0.0467
F 6.431232 -6.479120 0.720133 0.0 0.0 -0.1 0.1524
F 5.179192 1.668242 5.018757 0.0 0.0 0.0 -0.0336
O 4.533021 7.748316 3.525579 -0.1 0.0 -0.1 0.0247
H -4.126127 1.495998 -4.743313 0.1 0.0 0.1 0.1275
C -10.480091 -3.034479 -3.825540 0.0 0.4 -0.3 -0.1923
C 4.679305 -0.243475 3.751282 0.4 0.1 -0.1 -0.1306
F 12.571234 7.004586 -3.081427 0.0 0.0 0.0 0.1805
H -4.472022 -0.470091 5.258327 0.0 0.0 -0.1 0.0979
O 4.256314 9.207928 5.222546 -0.1 0.1 0.1 0.1815
C -3.482822 0.075412 1.983373 0.5 -0.2 1.8 -0.0290
H 6.391639 7.128805 3.026576 -0.1 0.0 -0.1 0.1231
```
Positions in Å, forces in eV/Å.

- total energy (eV) = -199758.572
- total charge = +1
- Kohn-Sham gap (eV) = 8.106
- HOMO energy (eV) = -10.9001
- F_max (hartree/bohr) = 0.0458
- LUMO level (eV) = -2.79

Entry 2:
Density functional theory data (wB97M-V/def2-TZVPD) for C7H7I2NO in the gas phase at a distorted geometry.

Structure (XYZ):
```
18
Properties=species:S:1:pos:R:3:forces:R:3:lowdin_charge:R:1
C -2.456991 -3.173791 -1.430916 -0.7 -0.9 0.2 -0.6856
H 0.544317 -0.874586 1.722134 -0.1 0.2 0.9 0.0988
H -1.827852 0.774543 -0.841535 -1.2 0.3 0.3 0.0920
C -0.779482 0.757532 -0.694828 -0.1 -0.9 -1.1 -0.1128
H -0.436020 1.368363 -1.501883 0.6 1.1 -0.2 0.1090
C 0.686772 -0.242995 0.868360 -1.2 0.5 -0.8 -0.1672
I -3.637932 -4.525105 -0.573480 0.1 0.1 -0.1 0.9203
C -0.919088 -1.306587 -2.320796 -1.4 1.8 -2.9 -0.6922
H -1.080109 0.777076 1.451907 0.3 0.6 -0.6 0.1199
H 1.649740 0.161252 0.873870 2.1 -0.2 -0.2 0.0852
N 0.443216 -1.178539 -0.254311 -0.4 0.3 -1.6 0.1026
O -1.909704 -0.161520 -3.065644 3.5 -1.8 2.0 -0.0990
H -2.604005 -0.655025 -3.480625 -0.5 -0.8 -0.4 0.0456
C -0.339498 -0.655562 -1.135202 1.0 1.7 3.9 -0.3572
C -1.752413 -2.400075 -2.007709 -0.2 0.1 0.6 -0.2595
C -0.256331 1.017750 0.732336 -3.3 -7.1 -1.0 -0.0989
H 0.003920 1.956816 0.858865 2.2 4.2 0.8 0.0454
I 0.688129 -2.082342 -3.624861 -0.6 0.6 0.2 0.8535
```
Positions in Å, forces in eV/Å.

- energy above the lowest of the compared OMol25 structures with the same formula, charge and spin (eV) = 1.078
- structure (SMILES) = O[C@](I)(C#CI)C1=NCCC1
- total energy (eV) = -27106.827
- total charge = 0
- Kohn-Sham gap (eV) = 9.057
- HOMO energy (eV) = -9.4024
- F_max (hartree/bohr) = 0.1523
- LUMO level (eV) = -0.34